72
Properties=species:S:1:pos:R:3 method="wB97M-V/def2-TZVPD" fmax_ev_per_a=3.8 lumo_energy_ev=-4.3 orbital_gap_ev=8.233 total_charge=+1 de_lowest_kcal_mol=0.0 energy_ha=-2713.63150
I 2.50157 3.88120 -4.57320
F -0.91618 -7.20654 1.67913
F 1.46234 9.42021 5.53355
F 2.99260 -3.63879 -3.15309
F 3.74402 -2.98848 -1.24793
F 3.29279 9.21714 4.41536
F 1.91576 -2.14282 -2.02177
F 0.90464 -8.05678 2.45576
F 2.32655 11.13992 4.55484
F 0.16071 -8.69559 0.53994
O 0.01345 9.87424 3.32325
O 1.74609 9.06854 2.13995
O -0.59449 -10.21192 3.29758
O -2.25353 -9.52193 1.94785
O 2.25383 -5.14259 -0.38814
O 0.58788 -4.46421 -1.73458
O 0.05056 5.00209 0.78616
N 0.32612 1.66917 -0.26139
N -2.24542 4.24166 0.22889
C -0.86895 -5.08940 0.11288
C -0.84544 9.68560 2.18754
C 1.29261 9.52237 3.15286
C -3.71837 -10.15102 3.78531
C -3.10610 -10.56105 2.46161
C 1.10095 1.59695 -6.95321
C 0.87331 2.40094 -4.55182
C -1.29613 8.24270 2.08917
C -0.10741 2.87101 -0.79023
C 1.31029 1.16717 -5.43179
C 0.18478 1.47453 1.20216
C 0.68444 2.05411 -3.02785
C 0.88120 0.63981 -0.97712
C 2.62293 -3.29490 -1.90874
C -0.26111 -5.50388 -1.21068
C -1.01786 -9.47045 2.46007
C 1.82463 -4.40774 -1.22785
C 1.08926 0.78363 -2.41996
C 1.21576 1.94540 1.96249
C 2.09723 9.82139 4.41877
C 0.04685 3.13224 -2.21336
C -0.21477 -8.35532 1.78891
B -0.76193 4.06976 0.11033
H -1.71012 10.33194 2.34028
H -1.39382 -4.13571 0.01148
H 1.54614 -0.02824 -3.02088
H 0.28778 -6.44344 -1.12550
H -0.44922 7.57772 1.91275
H -4.23956 -9.19653 3.68678
H -4.42442 -10.90615 4.13237
H -0.35335 10.01785 1.27151
H 1.81741 2.79209 1.53504
H -1.76394 7.92229 3.02212
H -2.56010 3.39911 0.72868
H 1.18133 -0.30216 -0.47155
H 0.65677 5.43659 0.15624
H 0.77109 0.21514 -5.18917
H -2.55999 -11.50240 2.54407
H -3.89391 -10.70950 1.72256
H -2.57410 4.18908 -0.74839
H 1.49768 1.49208 2.94678
H -1.56716 -5.83835 0.46221
H -2.95082 -10.01857 4.54960
H -1.05158 -5.65872 -1.94547
H 2.42397 1.05630 -5.28800
H 1.66803 0.91250 -7.64250
H -0.06947 2.89806 -4.91241
H -0.68915 0.94392 1.64931
H -0.09929 -4.95083 0.87351
H -0.29145 4.08609 -2.67633
H 0.00702 1.64858 -7.22212
H -2.00978 8.11651 1.27378
H 1.49853 2.63639 -7.11839